C4H10NP | ωB97M-V/def2-TZVPD

The geometry in ORCA input format:
```
! RIJCOSX wB97M-V def2-TZVPD def2/J DEFGRID3
* xyz 0 1
C 0.243 1.343 0.206
C 1.650 1.008 0.586
C -3.184 -0.322 0.101
C 2.498 -1.752 -0.645
N 0.117 0.188 -0.809
P 1.604 -0.341 -0.662
H -0.466 1.112 1.030
H 0.111 2.192 -0.326
H 2.500 1.775 0.465
H 1.787 0.360 1.456
H -3.927 -0.530 -0.726
H -2.274 0.271 -0.212
H -2.845 -1.353 0.483
H 2.336 -2.468 -1.411
H -3.674 0.099 0.923
H 3.524 -1.583 -0.460
*
```

Values from the calculation:
Relative energy (zero: lowest compared OMol25 entry of this formula, charge and spin)   311.7 kJ/mol
Energy   -15085.0667 eV
Lowest unoccupied orbital energy   0.258 eV
Highest occupied orbital energy   -8.50 eV

C11H7NO | ωB97M-V/def2-TZVPD

The geometry in ORCA input format:
```
! RIJCOSX wB97M-V def2-TZVPD def2/J DEFGRID3
* xyz 0 1
O -3.590 -1.280 3.157
C -2.728 -1.112 2.367
N -1.948 -0.686 1.518
C -0.578 -0.835 1.001
C 0.505 -1.578 1.580
C 1.776 -1.463 1.070
C 2.019 -0.586 0.072
C 1.030 0.105 -0.654
C 1.240 1.087 -1.654
C 0.315 1.862 -2.239
C -1.106 1.458 -1.876
C -1.356 0.587 -0.863
C -0.298 -0.169 -0.236
H 0.462 -2.151 2.510
H 2.529 -2.006 1.558
H 3.125 -0.150 -0.124
H 2.282 1.329 -1.862
H 0.433 2.948 -2.674
H -1.825 2.036 -2.371
H -2.285 0.605 -0.281
*
```

Values from the calculation:
Relative energy (zero: lowest compared OMol25 entry of this formula, charge and spin)   127.5 kJ/mol
SMILES string   O=C=Nc1cccc2ccccc12
Energy   -15056.5807 eV
Lowest unoccupied orbital energy   0.158 eV
Highest occupied orbital energy   -8.33 eV

C5H12N2S | ωB97M-V/def2-TZVPD

The geometry in ORCA input format:
```
! RIJCOSX wB97M-V def2-TZVPD def2/J DEFGRID3
* xyz 0 1
N -1.629 2.074 -0.587
C -0.607 1.040 -0.679
C -0.970 -0.449 -0.541
C 0.206 -0.632 0.437
N -0.128 -1.410 1.635
C 1.444 -1.324 -0.159
S 2.076 -0.740 -1.744
C 0.320 0.921 0.546
H -2.268 1.900 0.202
H -2.242 2.095 -1.426
H 0.000 1.240 -1.653
H -0.935 -1.105 -1.429
H -1.936 -0.649 0.042
H -0.948 -1.023 2.084
H 0.628 -1.336 2.320
H 2.205 -1.287 0.606
H 1.124 -2.405 -0.273
H 2.568 0.429 -1.307
H -0.160 1.278 1.494
H 1.253 1.383 0.431
*
```

Values from the calculation:
Relative energy (zero: lowest compared OMol25 entry of this formula, charge and spin)   41.6 kJ/mol
SMILES string   N[C@H]1C[C@](N)(CS)C1
Energy   -19194.2848 eV
Lowest unoccupied orbital energy   0.847 eV
Highest occupied orbital energy   -9.12 eV

C36H64BrN4O13PS | ωB97M-V/def2-TZVPD

The geometry in ORCA input format:
```
! RIJCOSX wB97M-V def2-TZVPD def2/J DEFGRID3
* xyz 0 1
C -1.345 1.926 1.086
C -1.293 1.368 -0.314
C -1.790 2.044 -1.423
C -2.472 3.396 -1.232
C -4.008 3.161 -1.380
C -4.855 4.047 -0.431
C -6.171 4.392 -1.178
C -6.965 3.091 -1.509
C -8.470 3.370 -1.394
C -9.339 2.137 -1.724
S -9.573 1.119 -0.207
C -10.921 0.084 -0.624
N -10.824 -1.139 -1.078
N -12.080 -1.590 -1.227
C -12.922 -0.673 -0.899
O -12.207 0.404 -0.519
C -1.708 1.522 -2.713
P -2.392 2.468 -4.154
N -3.651 1.495 -4.828
O -1.143 2.558 -5.260
C -1.110 0.278 -2.903
C -0.658 -0.393 -1.817
C -0.731 0.128 -0.529
C -0.140 -0.872 0.456
O 0.133 -0.768 1.622
N 0.001 -2.053 -0.342
Br -1.230 -3.372 0.176
C -0.010 -1.765 -1.740
O 0.391 -2.462 -2.635
H -0.869 2.916 1.062
H -0.776 1.329 1.796
H -2.358 2.074 1.471
H -2.157 4.078 -2.025
H -2.239 3.835 -0.262
H -4.192 2.112 -1.120
H -4.349 3.315 -2.407
H -5.179 3.481 0.453
H -4.323 4.939 -0.087
H -5.855 4.783 -2.153
H -6.800 5.097 -0.629
H -6.784 2.810 -2.553
H -6.641 2.249 -0.887
H -8.724 4.112 -2.161
H -8.778 3.755 -0.417
H -10.334 2.518 -1.970
H -8.921 1.526 -2.524
H -13.994 -0.737 -0.899
H -3.285 1.006 -5.647
H -4.351 2.118 -5.217
H -0.569 1.792 -5.112
H -1.017 -0.139 -3.903
C 2.976 -5.768 -3.661
O 3.201 -5.574 -2.284
C 2.023 -5.145 -1.610
C 2.180 -5.309 -0.117
O 1.948 -6.643 0.328
C 2.978 -7.583 0.059
C 4.184 -7.432 0.962
O 5.025 -6.389 0.498
C 5.917 -5.943 1.494
H 2.644 -4.838 -4.137
H 3.915 -6.081 -4.114
H 2.230 -6.556 -3.823
H 1.159 -5.726 -1.955
H 1.867 -4.091 -1.844
H 1.409 -4.709 0.373
H 3.147 -4.939 0.228
H 3.263 -7.566 -0.995
H 2.532 -8.560 0.259
H 4.765 -8.365 0.953
H 3.850 -7.224 1.985
H 5.366 -5.517 2.340
H 6.539 -5.163 1.061
H 6.558 -6.764 1.839
C -3.408 10.727 3.302
O -4.122 9.531 3.522
C -4.513 8.915 2.307
C -4.928 7.480 2.549
O -3.821 6.587 2.645
C -3.080 6.642 3.858
C -3.788 5.987 5.026
O -4.750 6.868 5.581
C -5.694 6.188 6.379
H -4.019 11.451 2.750
H -3.153 11.148 4.273
H -2.480 10.528 2.754
H -3.686 8.941 1.587
H -5.367 9.477 1.901
H -5.495 7.142 1.678
H -5.585 7.390 3.416
H -2.782 7.665 4.092
H -2.168 6.074 3.660
H -3.055 5.748 5.808
H -4.271 5.062 4.688
H -6.267 5.476 5.773
H -6.382 6.926 6.787
H -5.203 5.662 7.205
C 14.292 -4.418 -0.857
O 13.089 -5.080 -0.539
C 12.987 -5.360 0.848
C 11.561 -5.713 1.216
O 10.724 -4.577 1.390
C 10.305 -3.916 0.202
C 9.228 -4.664 -0.554
O 9.796 -5.700 -1.338
C 8.834 -6.658 -1.722
H 15.159 -5.030 -0.582
H 14.307 -4.248 -1.931
H 14.345 -3.448 -0.349
H 13.312 -4.492 1.433
H 13.642 -6.214 1.070
H 11.581 -6.203 2.191
H 11.128 -6.418 0.505
H 11.155 -3.681 -0.441
H 9.880 -2.968 0.538
H 8.708 -3.974 -1.233
H 8.507 -5.082 0.158
H 8.414 -7.156 -0.840
H 9.333 -7.406 -2.336
H 8.029 -6.195 -2.304
*
```

Values from the calculation:
Relative energy (zero: lowest compared OMol25 entry of this formula, charge and spin)   124.5 kJ/mol
SMILES string   Cc1c(CCCCCCCSc2nnco2)c(P(N)O)cc2c1C(=O)N(Br)C2=O.COCCOCCOC.COCCOCCOC.COCCOCCOC
Energy   -161107.8212 eV
Lowest unoccupied orbital energy   -0.865 eV
Highest occupied orbital energy   -8.74 eV

CH2IO3S | ωB97M-V/def2-TZVPD

The geometry in ORCA input format:
```
! RIJCOSX wB97M-V def2-TZVPD def2/J DEFGRID3
* xyz -1 1
C -0.044 0.847 0.116
O 0.577 -1.339 -1.294
O 0.249 -1.482 1.142
O -1.727 -0.974 -0.331
S -0.237 -0.950 -0.161
I 2.053 1.254 -0.209
H -0.700 1.344 -0.421
H -0.172 1.300 1.160
*
```

Values from the calculation:
Relative energy (zero: lowest compared OMol25 entry of this formula, charge and spin)   58.9 kJ/mol
Energy   -26149.1049 eV
Lowest unoccupied orbital energy   2.932 eV
Highest occupied orbital energy   -5.27 eV

Which of these has the highest energy?
C11H7NO

What is the energy in the first record?
-15085.0667 eV

highest occupied orbital energy of number 5 (CH2IO3S)?
-5.27 eV